# 1
{"formula": "C14H55MnN26O14", "method": "wB97M-V/def2-TZVPD", "total_charge": 1, "spin_multiplicity": 6, "max_force_ha_per_bohr": 0.120, "orbital_gap_ha": [0.303, 0.336], "e_lumo_ev": [-1.7885, -1.7909], "species": ["Mn", "C", "O", "H", "H", "H", "C", "O", "N", "N", "H", "H", "H", "H", "C", "O", "N", "N", "H", "H", "H", "H", "C", "O", "N", "N", "H", "H", "H", "H", "C", "O", "N", "N", "H", "H", "H", "H", "C", "O", "N", "N", "H", "H", "H", "H", "C", "O", "N", "N", "H", "H", "H", "H", "C", "O", "N", "N", "H", "H", "H", "H", "C", "O", "N", "N", "H", "H", "H", "H", "C", "O", "N", "N", "H", "H", "H", "H", "C", "O", "N", "N", "H", "H", "H", "H", "C", "O", "N", "N", "H", "H", "H", "H", "C", "O", "N", "N", "H", "H", "H", "H", "C", "O", "N", "N", "H", "H", "H", "H"], "xyz": [[-0.4373, -0.3646, -0.1529], [-2.3249, 1.8403, -0.8001], [-1.5287, 1.2754, 0.1944], [-1.8185, 2.0633, -1.7361], [-3.1643, 1.1991, -1.0981], [-2.7117, 2.8309, -0.3820], [-2.7995, -1.6982, 0.7581], [-1.8176, -1.9336, 0.1496], [-3.8595, -0.9768, 0.3289], [-2.9992, -2.1292, 1.9849], [-4.6136, -1.2598, 0.9248], [-4.1179, -1.2737, -0.6108], [-3.8753, -1.8253, 2.4519], [-2.2149, -2.4794, 2.5325], [2.1406, -2.2211, -0.8261], [1.1797, -1.9676, -0.1606], [2.9021, -1.3466, -1.4823], [2.6073, -3.5044, -0.8463], [3.5774, -1.9342, -1.9962], [2.4995, -0.5989, -2.0444], [3.5844, -3.4668, -1.1067], [2.3790, -3.9972, 0.0210], [2.3302, 0.5247, -5.1374], [2.6634, -0.5297, -4.6064], [1.1872, 1.2759, -4.7737], [3.1471, 1.1891, -6.0445], [1.0715, 2.2160, -5.0989], [0.6991, 1.0031, -3.9298], [3.9442, 0.7816, -6.4717], [2.9975, 2.1049, -6.3910], [-0.8141, -1.0478, -3.3897], [-0.8192, -0.8230, -2.1683], [-1.8903, -0.8433, -4.2474], [0.1025, -1.7255, -4.0828], [-1.7609, -0.8681, -5.2422], [-2.7271, -0.3451, -3.9811], [1.0402, -1.8091, -3.7357], [0.2462, -1.4957, -5.0495], [-2.2108, -5.1611, -2.1340], [-1.3816, -5.8249, -1.4997], [-2.0871, -3.8168, -2.5672], [-3.3724, -5.7778, -2.6804], [-1.6622, -3.0782, -2.0330], [-2.7703, -3.4693, -3.2302], [-3.6197, -6.7152, -2.4501], [-3.8531, -5.3165, -3.4240], [4.0407, -3.4299, 2.9787], [3.6801, -4.4649, 2.4288], [3.1508, -2.5492, 3.4982], [5.2876, -2.9667, 3.0588], [2.1895, -2.8325, 3.4152], [3.4366, -1.9276, 4.2310], [5.4380, -1.9434, 3.1434], [6.0394, -3.4080, 2.5293], [1.2025, 2.3228, -1.3081], [1.0833, 1.0916, -1.3861], [0.7860, 2.9559, -0.2115], [2.0046, 3.0666, -2.1262], [0.0833, 2.3827, 0.2716], [1.0384, 3.8660, 0.0498], [2.6403, 2.6002, -2.7603], [1.6658, 3.9828, -2.3668], [4.3900, 0.7799, 2.6286], [5.2760, -0.0578, 2.8341], [4.5014, 1.8795, 3.5075], [3.4752, 0.8511, 1.7089], [5.3368, 1.9256, 4.0175], [4.2102, 2.7010, 3.0223], [2.5855, 1.3585, 1.8343], [3.0335, -0.0165, 1.3023], [0.1108, -4.5931, 1.9812], [0.1358, -3.7277, 2.8287], [-0.9781, -4.9968, 1.3283], [1.1767, -5.1898, 1.5562], [-0.8820, -5.2600, 0.3436], [-1.8376, -4.6186, 1.6093], [2.0963, -5.0212, 1.9643], [1.1080, -6.0021, 0.9400], [-0.5217, 5.4047, -3.0007], [0.2705, 4.7160, -3.6665], [-1.6328, 5.9727, -3.6338], [-0.3667, 5.8359, -1.7093], [-2.3194, 6.5125, -3.1096], [-1.6535, 6.0468, -4.6270], [-1.1954, 6.2072, -1.3042], [0.2781, 5.4661, -1.0666], [-4.5074, 0.6862, 2.8344], [-4.7743, -0.4783, 3.1196], [-5.6004, 1.5855, 2.5162], [-3.2382, 1.1570, 2.8374], [-6.4684, 1.1330, 2.2880], [-5.6648, 2.5793, 2.5979], [-2.6255, 0.3860, 3.0735], [-2.8532, 1.6217, 2.0604], [-0.8730, 5.0817, 2.5605], [0.1831, 5.3019, 2.0048], [-1.5232, 5.9842, 3.4718], [-1.6202, 3.9482, 2.3420], [-1.1207, 6.9020, 3.5564], [-2.5212, 6.0411, 3.3842], [-2.4483, 3.7601, 2.8753], [-1.3198, 3.2321, 1.6897], [0.3336, 0.0210, 2.9688], [0.2100, 0.3539, 1.7822], [0.5817, 0.9307, 3.8958], [0.1924, -1.1481, 3.5801], [0.8506, 0.6427, 4.8142], [0.9247, 1.8360, 3.6325], [0.5124, -1.1664, 4.5652], [-0.0421, -1.9918, 3.0793]], "atomic_forces_ev_per_a": [[1.0, 0.2, -0.1], [-0.5, 1.0, 1.0], [-0.3, 0.3, -0.2], [0.6, 0.2, -0.3], [-0.2, 0.1, 0.3], [0.0, -0.9, -0.8], [-2.7, 0.2, 2.6], [4.2, -0.8, -3.0], [-1.5, -0.1, -1.8], [-0.2, -0.9, 2.5], [-0.9, 0.6, 0.1], [0.2, 0.6, -0.1], [1.2, -0.3, 0.2], [-0.4, 0.0, -0.3], [0.8, -1.4, 0.3], [-3.2, 1.5, 1.5], [1.7, -0.2, -2.0], [0.6, 0.1, 0.1], [-0.2, 1.5, -0.2], [-0.1, 0.0, 0.5], [0.0, -1.1, 0.3], [0.2, -0.1, -0.5], [0.4, 2.0, 0.5], [-0.6, 0.3, -0.5], [1.1, -1.7, -0.5], [-0.7, -0.6, 0.4], [0.0, 0.2, 0.0], [0.3, 0.2, 0.0], [0.4, -0.9, 0.2], [-0.7, 0.6, 0.0], [-1.7, -0.3, -0.5], [-0.3, -0.3, -2.0], [-0.8, 0.9, 0.9], [2.3, -0.4, 0.0], [0.2, -0.2, 0.0], [0.4, 0.1, 0.4], [0.2, 0.0, 0.8], [-0.6, 0.0, -0.4], [-0.3, -0.8, -1.3], [-1.3, 1.7, -0.3], [-0.5, -1.3, 0.1], [1.6, 1.5, 0.8], [0.4, -0.4, 0.5], [0.1, -0.2, 0.4], [0.3, -0.4, 0.0], [-0.3, 0.0, -0.1], [-0.3, 0.6, -0.5], [0.4, -0.5, -0.2], [-1.0, 0.1, 0.1], [2.5, 0.8, -0.3], [-0.3, 0.0, 0.3], [0.0, 0.1, 0.0], [-0.4, -0.8, -0.1], [-0.7, -0.2, 0.4], [2.3, 0.1, 0.6], [-0.3, -0.6, -0.8], [-1.6, -1.4, 0.1], [0.1, -0.4, 0.0], [-0.1, 0.5, 0.2], [0.3, 1.0, 0.4], [-0.6, 0.1, 0.0], [0.1, 0.1, -0.5], [4.4, 0.6, 4.3], [-1.1, -1.0, -1.1], [-2.8, -0.3, -1.9], [-4.9, -1.6, -3.0], [1.2, 0.0, 0.4], [0.0, 1.0, 0.4], [1.2, 0.6, 0.4], [1.9, 0.6, 0.4], [-1.0, -0.1, -1.1], [-0.3, 1.8, 2.2], [-0.9, -0.8, -1.1], [3.4, -2.3, -1.5], [-0.3, -0.1, 0.5], [-1.1, 0.6, 0.2], [-0.1, 0.2, 0.3], [-0.1, 0.5, 0.5], [0.2, 0.6, -2.0], [-0.7, 0.7, 1.4], [0.1, -0.3, 1.6], [-0.9, 0.0, -1.2], [0.5, -0.2, -0.4], [0.1, -0.2, -0.3], [-0.3, 0.3, 0.5], [0.7, -0.7, 0.4], [-2.8, 1.3, -0.5], [-0.5, 0.5, 0.1], [1.8, -1.9, 0.1], [0.1, -0.7, 1.3], [0.1, -0.2, 0.3], [0.7, 0.2, 0.1], [0.1, 0.1, 0.1], [0.1, 0.8, -1.5], [-1.7, 0.6, 0.4], [0.3, 0.0, 0.1], [0.9, -1.0, -0.9], [0.3, 0.3, 0.0], [0.4, -0.1, -0.2], [-0.2, -0.2, 0.0], [0.1, 0.0, 0.2], [0.1, 0.2, 0.1], [-0.1, 0.0, 0.3], [0.3, -0.8, 0.1], [0.9, 2.9, 1.1], [-0.1, -1.0, 0.3], [0.0, 0.1, 0.2], [-0.1, 0.2, -0.2], [-0.7, -0.6, -1.4], [0.3, -0.7, 0.1]]}

# 2
{"formula": "C6H10S", "method": "wB97M-V/def2-TZVPD", "spin_multiplicity": 1, "relative_energy_kj_mol": 78.77, "max_force_ha_per_bohr": 0.037, "orbital_gap_ha": 0.349, "e_lumo_ev": 1.0628, "species": ["C", "C", "C", "C", "C", "C", "H", "H", "H", "H", "H", "H", "H", "H", "H", "H", "S"], "xyz": [[-0.2940, -2.1261, 0.3190], [0.9752, -1.2917, 0.2872], [0.6321, 0.0679, 0.8714], [1.2882, 1.2447, 0.1056], [-0.7960, 0.2322, 0.3405], [-1.2878, -1.0787, -0.2912], [-0.5999, -2.4297, 1.3423], [-0.2026, -3.0581, -0.2615], [1.1932, -1.1335, -0.8183], [1.9208, -1.6997, 0.6886], [0.7244, 0.1724, 1.9543], [1.4906, 2.0747, 0.8044], [2.1354, 0.9792, -0.5431], [-1.5103, 0.6548, 1.0708], [-2.3297, -1.3262, -0.0300], [-1.2008, -1.1376, -1.3960], [-0.2955, 1.5384, -0.7879]], "atomic_forces_ev_per_a": [[-0.3, -0.1, 0.1], [1.6, -0.3, -0.9], [0.1, -0.2, -0.6], [-0.5, 0.3, 0.6], [-1.4, 0.6, 0.3], [-0.1, -1.3, 0.4], [0.2, 0.3, -0.4], [-0.1, 0.4, 0.1], [-0.2, 0.0, 1.1], [-0.6, -0.2, 0.1], [0.1, -0.4, -0.1], [0.3, -0.3, -0.6], [-0.2, 0.2, 0.4], [0.2, -0.5, -0.3], [0.3, 0.2, -0.1], [0.0, 0.4, 0.6], [0.5, 0.6, -0.7]]}

# 3
{"formula": "C6H13NO", "method": "wB97M-V/def2-TZVPD", "spin_multiplicity": 1, "relative_energy_kj_mol": 290.34, "max_force_ha_per_bohr": 0.042, "orbital_gap_ha": 0.347, "e_lumo_ev": 0.9123, "smiles": "C=C/C=C/CNC.O", "species": ["C", "C", "C", "C", "C", "N", "C", "H", "H", "H", "H", "H", "H", "H", "H", "H", "H", "H", "O", "H", "H"], "xyz": [[-2.1323, 2.2291, -1.4673], [-1.9816, 1.3561, -0.4799], [-1.4907, -0.0433, -0.5801], [-0.2202, -0.3745, -0.8115], [0.3424, -1.7756, -0.7290], [1.4656, -1.8334, 0.1802], [1.3798, -1.5095, 1.5791], [-1.5210, 2.1106, -2.3622], [-2.4587, 3.2597, -1.3489], [-2.5508, 1.4845, 0.4352], [-2.1758, -0.7811, -0.1817], [0.4025, 0.4489, -1.1707], [0.7391, -1.9149, -1.7384], [-0.4025, -2.5357, -0.4667], [2.2980, -2.3175, -0.0928], [0.3253, -1.4199, 1.8669], [1.7099, -2.3150, 2.2483], [1.8409, -0.5450, 1.8275], [1.5096, 2.5252, 1.3167], [0.8268, 2.1923, 0.7423], [2.0937, 1.7590, 1.2327]], "atomic_forces_ev_per_a": [[2.0, 0.9, -0.2], [-1.6, -1.0, -0.3], [0.8, 0.5, 0.8], [-1.0, 0.1, -0.2], [0.7, 0.8, 0.0], [0.7, 0.1, 0.1], [-1.1, -0.1, 0.2], [-0.5, -0.4, -0.2], [-0.5, -0.3, 0.3], [0.1, 0.4, 0.2], [-0.1, -0.2, -0.1], [0.4, -0.4, 0.2], [0.0, -0.7, 0.1], [-0.3, 0.2, -0.3], [-0.1, -0.1, -0.3], [0.0, 0.2, -0.2], [0.5, 0.2, -0.2], [0.2, -0.3, 0.2], [0.5, -0.7, -0.1], [-1.0, 0.3, -0.4], [0.5, 0.3, 0.4]]}

# 4
{"formula": "C2H17NO5", "method": "wB97M-V/def2-TZVPD", "spin_multiplicity": 1, "relative_energy_kj_mol": 135.92, "max_force_ha_per_bohr": 0.041, "orbital_gap_ha": 0.353, "e_lumo_ev": 0.3488, "smiles": "CNC.O.O.O.O.O", "species": ["C", "N", "C", "H", "H", "H", "H", "H", "H", "H", "O", "H", "H", "O", "H", "H", "O", "H", "H", "O", "H", "H", "O", "H", "H"], "xyz": [[-1.7525, -0.0891, 2.4911], [-1.0860, 0.0173, 1.2029], [-1.2325, 1.3322, 0.5357], [-1.5467, 0.8764, 3.0013], [-2.8094, -0.2303, 2.3620], [-1.3433, -0.8553, 3.1974], [-1.2020, -0.7607, 0.5768], [-2.1910, 1.4343, -0.0102], [-0.4812, 1.3954, -0.1910], [-1.0864, 2.1104, 1.2755], [2.4164, -0.8121, 0.0781], [2.1405, -0.4653, 0.9432], [1.5900, -1.1965, -0.2154], [0.1370, -2.2529, -0.6687], [-0.2074, -2.1067, -1.5719], [0.0844, -3.1948, -0.5428], [-1.5240, 0.0440, -2.8566], [-0.7546, 0.4725, -3.2760], [-1.4520, 0.4077, -1.9629], [1.5145, 0.8565, 2.0224], [1.5242, 1.6186, 1.4227], [0.6393, 0.4480, 1.8559], [1.1415, 1.0667, -2.2414], [2.0415, 1.4255, -2.0730], [1.3801, 0.1742, -1.9582]], "atomic_forces_ev_per_a": [[0.7, 0.5, 0.5], [0.8, 0.8, 0.4], [-1.3, -1.5, 0.6], [-0.4, -0.5, -0.1], [-0.8, 0.0, 0.3], [-0.2, 0.3, -1.0], [-0.1, -0.2, 0.0], [0.1, 0.3, 0.5], [1.3, 0.3, -1.1], [-0.2, 0.2, 0.0], [0.1, 0.1, 0.0], [0.5, 0.4, 0.0], [-0.2, -0.6, -0.3], [-0.6, 0.6, -0.9], [0.1, 0.0, 0.5], [0.1, -0.6, 0.2], [0.6, 0.2, 0.2], [-0.4, -0.2, 0.0], [-0.2, -0.1, -0.1], [-0.1, 0.4, 0.1], [0.1, -0.3, 0.2], [-0.2, 0.0, -0.1], [1.5, -0.1, 0.3], [-0.9, 0.4, -0.3], [-0.5, -0.4, 0.1]]}

# 5
{"formula": "C2H2N2O", "method": "wB97M-V/def2-TZVPD", "spin_multiplicity": 1, "relative_energy_kj_mol": 341.90, "max_force_ha_per_bohr": 0.105, "orbital_gap_ha": [0.322, 0.322], "e_lumo_ev": [-1.2566, -1.2561], "species": ["C", "C", "N", "N", "O", "H", "H"], "xyz": [[1.0827, -0.9178, -0.7678], [-0.1710, -0.2532, -0.6503], [2.0057, -1.5476, -0.8134], [-0.1613, 1.0385, 1.0202], [-1.2160, -0.1641, -1.2178], [-0.5618, 0.3751, 1.8006], [-0.9783, 1.4691, 0.6286]], "atomic_forces_ev_per_a": [[-3.7, 1.9, -0.3], [-2.8, 3.5, 3.0], [3.6, -2.2, -0.1], [0.3, -4.1, -0.8], [2.6, -0.9, 0.3], [0.9, 1.4, -1.9], [-0.7, 0.4, -0.2]]}

Which formula does entry 4 have? C2H17NO5